Record 1
Molecular formula: C5H6
Method: DFT, the ωB97M-V functional and the def2-TZVPD basis

Output
M   66.10 Da
SMILES   C1=CCC=C1
Maximum force   3.5 eV/Å
Lowest unoccupied orbital energy   1.13 eV
Total energy   -5280.8030 eV
E_HOMO   -8.44 eV
Energy relative to the best compared isomer or geometry (same formula, charge and spin)   0.396 eV
Orbital gap   9.57 eV

Atoms and positions in Å:
C 0.89352 -0.15468 -0.98215
C 0.29764 1.02741 -0.59118
C -0.67606 0.71584 0.54738
C -0.66315 -0.76519 0.66659
C 0.37327 -1.24193 -0.10704
H 1.73448 -0.25675 -1.68236
H 0.58087 2.00278 -0.92852
H -0.39267 1.12626 1.58517
H -1.69828 1.09861 0.42503
H -1.22244 -1.31517 1.35955
H 0.77282 -2.23717 -0.29246


Record 2
Molecular formula: H2O4S3
Method: DFT, the ωB97M-V functional and the def2-TZVPD basis

Output
M   162.21 Da
Maximum force   4.4 eV/Å
Lowest unoccupied orbital energy   -0.33 eV
Total energy   -40724.3753 eV
E_HOMO   -9.78 eV
Energy relative to the best compared isomer or geometry (same formula, charge and spin)   1.314 eV
Orbital gap   9.46 eV

Atoms and positions in Å:
O -0.74446 0.42689 -0.49361
O 1.16340 1.09822 1.00605
O -2.91553 -0.89217 -0.13074
O 1.12049 -1.11577 -0.27873
S -2.39176 0.44487 -0.28039
S 2.77018 -0.98146 -0.47839
S 0.33947 -0.00715 0.74155
H -1.98675 0.75591 1.21214
H 2.64494 0.27066 -1.29789


Record 3
Molecular formula: C16H25N3O5S2
Method: DFT, the ωB97M-V functional and the def2-TZVPD basis

Output
M   403.53 Da
SMILES   CC(C)CCNC(=O)C(=O)NC[C@@H]1OCCCN1S(=O)(=O)c1cccs1
Maximum force   0.9 eV/Å
Lowest unoccupied orbital energy   0.43 eV
Total energy   -53376.4053 eV
E_HOMO   -9.14 eV
Energy relative to the best compared isomer or geometry (same formula, charge and spin)   0.077 eV
Orbital gap   9.58 eV

Atoms and positions in Å:
C -5.22390 -1.95501 0.26225
C -3.71071 -1.93948 0.04869
C -2.98925 -1.44942 1.30056
C -3.32271 -1.12353 -1.19262
C -3.64010 0.37965 -1.10384
N -2.44173 1.18300 -1.07315
C -1.96125 1.77299 0.02313
O -2.51853 1.86223 1.10343
C -0.58411 2.38676 -0.22166
O -0.15363 2.61633 -1.33977
N 0.05699 2.67749 0.92485
C 1.46028 2.97951 0.93833
C 2.28562 1.66147 0.96336
O 3.66751 1.86898 1.02365
C 4.25379 2.28458 -0.20152
C 3.97169 1.28083 -1.31958
C 2.45797 1.11595 -1.44204
N 1.91857 0.80944 -0.13513
S 0.84191 -0.40754 0.07363
O 0.18590 -0.21240 1.32932
O 0.06122 -0.56655 -1.11571
C 1.88918 -1.82412 0.23644
C 2.26074 -2.44560 1.38797
C 3.17819 -3.49392 1.15873
C 3.48610 -3.63337 -0.15801
S 2.65712 -2.49375 -1.14595
H -5.47948 -2.61668 1.08681
H -5.59551 -0.96204 0.50111
H -5.73504 -2.30809 -0.63120
H -3.39055 -2.97103 -0.14565
H -3.29669 -0.44228 1.56826
H -3.20716 -2.10513 2.14124
H -1.91318 -1.43180 1.14415
H -3.83102 -1.55169 -2.05930
H -2.24727 -1.23007 -1.35154
H -4.23778 0.69578 -1.96402
H -4.19006 0.61612 -0.19244
H -1.80463 1.12034 -1.85682
H -0.38640 2.32672 1.76527
H 1.71503 3.57616 1.81544
H 1.67763 3.54279 0.02814
H 2.02426 1.11624 1.87819
H 5.32208 2.35211 0.01270
H 3.88532 3.27801 -0.48693
H 4.39237 1.63548 -2.25917
H 4.42660 0.32234 -1.06275
H 2.18666 0.28861 -2.09838
H 1.98870 2.02608 -1.83426
H 1.87326 -2.15927 2.34774
H 3.58545 -4.11105 1.93853
H 4.15052 -4.34220 -0.61050


Record 4
Molecular formula: C22H13GaN2O4
Method: DFT, the ωB97M-V functional and the def2-TZVPD basis

Output
M   439.08 Da
Maximum force   0.6 eV/Å
Lowest unoccupied orbital energy   -1.40 eV
Total energy   -86571.3661 eV
E_HOMO   -5.91 eV
Orbital gap   4.52 eV

Atoms and positions in Å:
Ga -0.96264 -0.02526 0.02164
O -4.59449 -1.01393 -1.13200
C -3.40211 -0.93203 -0.95841
O -2.67891 0.13842 -0.87667
C -2.56936 -2.20008 -0.83117
C -3.08550 -3.46298 -1.07416
C -2.21897 -4.54071 -1.10056
C -0.85245 -4.31340 -0.95267
C -0.42401 -3.02498 -0.72483
N -1.27349 -1.99511 -0.59804
C 1.03620 -2.67304 -0.73488
O 1.93010 -3.45891 -0.61724
O 1.10732 -1.36627 -0.92763
H -4.14749 -3.54992 -1.25315
H -2.58732 -5.54066 -1.28593
H -0.11458 -5.09771 -1.03842
C -3.00370 2.20141 3.02633
C -2.07666 3.22368 3.20217
C -0.87760 3.22243 2.51044
C -0.58293 2.17026 1.64407
C -1.50128 1.13601 1.47517
C -2.71891 1.16823 2.14773
C 0.66855 2.08501 0.85255
C 1.67340 3.05617 0.86091
C 2.81547 2.89614 0.12376
C 3.05096 1.70787 -0.61592
C 4.11433 1.46328 -1.47901
C 4.03354 0.32672 -2.32657
C 3.14515 -0.68309 -2.14466
C 2.38690 -0.67605 -0.86813
C 2.03103 0.71908 -0.46599
N 0.86480 0.94659 0.14442
H -3.94492 2.22322 3.55929
H -2.29786 4.04091 3.87681
H -0.18514 4.04043 2.65344
H -3.45961 0.39610 1.97327
H 1.53249 3.95417 1.44435
H 3.56594 3.67712 0.11232
H 4.86925 2.22009 -1.63415
H 4.70968 0.26563 -3.17219
H 3.10292 -1.55502 -2.78087
H 2.92189 -1.16985 -0.03539


Record 5
Molecular formula: C7H12
Method: DFT, the ωB97M-V functional and the def2-TZVPD basis

Output
M   96.17 Da
SMILES   CC=C=CCCC
Maximum force   1.1 eV/Å
Lowest unoccupied orbital energy   0.70 eV
Total energy   -7450.4778 eV
E_HOMO   -8.66 eV
Energy relative to the best compared isomer or geometry (same formula, charge and spin)   2.954 eV
Orbital gap   9.36 eV

Atoms and positions in Å:
C 0.58466 3.06654 0.73394
C 0.16596 2.12142 -0.30128
C -0.94559 1.56785 -0.70789
C -1.09420 0.36788 -1.21397
C -0.94567 -0.79011 -0.27083
C 0.44884 -1.44033 -0.26286
C 0.39396 -2.73281 0.55023
H -0.18046 3.76238 1.06322
H 1.47110 3.58169 0.36847
H 0.87748 2.41983 1.57159
H 0.99500 1.53911 -0.70582
H -1.05213 0.25297 -2.29321
H -1.15923 -0.44059 0.74635
H -1.69175 -1.54087 -0.52955
H 1.19503 -0.76191 0.17505
H 0.78006 -1.64942 -1.28786
H 0.10644 -2.52815 1.58935
H -0.35953 -3.40878 0.12876
H 1.35424 -3.25810 0.56298


Record 6
Molecular formula: C6H8N2S
Method: DFT, the ωB97M-V functional and the def2-TZVPD basis

Output
M   140.21 Da
Maximum force   3.5 eV/Å
Lowest unoccupied orbital energy (spin up / spin down)   0.08 / 0.08 eV
Total energy   -20162.6327 eV
E_HOMO (spin up / spin down)   -8.08 / -8.08 eV
Energy relative to the best compared isomer or geometry (same formula, charge and spin)   4.409 eV
Orbital gap (spin up / spin down)   8.16 / 8.16 eV

Atoms and positions in Å:
C -1.31021 0.82096 -0.45969
C -2.49442 0.05573 -0.32116
C 1.10501 1.10281 0.24381
C 2.27125 0.22258 0.62064
C 0.19849 -1.10441 -0.46067
C -0.09867 0.24430 -0.22713
N -2.35999 -1.06790 0.30516
N -1.53476 -1.74057 0.80320
S 1.91758 -1.41804 -0.17793
H -1.29204 1.86682 -0.43246
H -3.48151 0.17958 -0.80396
H 0.95023 1.84898 0.96540
H 1.25124 1.75612 -0.63523
H 3.19380 0.45805 0.15274
H 2.40186 0.03604 1.68177
H -0.56028 -1.73640 0.15537
H -0.15757 -1.52465 -1.40987


Q: M of number 6 (C6H8N2S)?
A: 140.21 Da


Q: Among the records above, which one has the lowest maximum force?
A: C22H13GaN2O4